Below is a molecular structure, C28H60O22PS6Tl at a distorted geometry, with properties calculated with ωB97M-V/def2-TZVPD.

Values from the calculation:
**HOMO**: -8.95 eV
**LUMO level**: -4.906 eV
**Max |F|**: 5.373 eV/Å
**Total energy**: -154038.09088 eV

Geometry (Å):
Tl 1.9069 1.2914 2.8803
P 0.0648 -0.0032 0.5556
O 0.4643 1.4634 0.5077
O 1.4936 -0.5096 0.8217
O -0.8223 -0.5748 -0.5781
O -0.4546 -0.1241 2.0751
C 0.2972 -4.3695 0.2950
C 0.3060 -3.3935 -0.8813
C 1.6801 -2.8224 -1.3117
O 1.9425 -3.2490 -2.6106
C 1.0843 -4.2827 -2.9059
O 1.2415 -5.0631 -3.8801
O 0.0306 -4.2227 -2.0318
H 1.0954 -5.1115 0.2749
H -0.7369 -4.6476 0.4984
H 0.5520 -3.7599 1.1619
H -0.4451 -2.6243 -0.7016
H 2.2646 -3.3164 -0.5356
H 1.7215 -1.7333 -1.2949
C -2.5803 -3.1824 -3.8740
C -2.3584 -1.6519 -3.7389
C -0.9666 -1.1598 -4.1022
O -1.0723 -0.4399 -5.2527
C -2.5085 -0.2608 -5.5672
O -2.8886 0.4269 -6.4701
O -3.1904 -1.0245 -4.6808
H -3.6193 -3.5085 -3.8256
H -2.1574 -3.7155 -3.0225
H -2.1233 -3.5795 -4.7804
H -2.5383 -1.4344 -2.6861
H -0.4299 -2.0822 -4.3237
H -0.6030 -0.4846 -3.3276
C -4.1014 -3.0271 0.2173
C -3.1630 -2.2524 1.0978
C -3.7479 -0.9229 1.3722
O -3.9350 -0.7539 2.7024
C -3.5567 -1.8757 3.3101
O -3.5145 -2.0153 4.5000
O -3.0581 -2.8522 2.4248
H -5.1308 -3.1246 0.5623
H -3.5745 -3.9813 0.2162
H -3.9206 -2.7348 -0.8171
H -2.1887 -2.0338 0.6608
H -4.5368 -0.6322 0.6785
H -2.8800 -0.2747 1.2511
C 0.9826 2.8243 -2.5809
C 1.7308 2.7481 -3.9059
C 1.0717 1.7818 -4.8782
O 1.0816 2.5186 -6.0904
C 1.5056 3.7769 -5.9357
O 1.6129 4.5829 -6.8357
O 1.7003 3.9847 -4.5888
H -0.0107 3.1639 -2.8745
H 1.6150 3.3890 -1.8959
H 0.9316 1.7949 -2.2261
H 2.7120 2.3469 -3.6523
H 0.0965 1.5128 -4.4721
H 1.7708 0.9575 -5.0187
C -2.8804 2.1410 4.1540
S -1.8661 3.4245 3.2786
O -0.4253 3.0330 3.5225
C -2.2142 2.7929 1.6294
H -3.0207 2.3527 5.2140
H -2.3577 1.2396 3.8339
H -3.8082 2.0037 3.5986
H -2.0770 3.5502 0.8576
H -3.2314 2.4129 1.5346
H -1.5036 2.0155 1.3484
C -3.0389 2.2615 -1.5343
S -3.9375 1.8016 -3.1688
O -4.3698 3.0095 -3.9177
C -5.3006 1.0954 -2.1754
H -3.0073 1.3652 -0.9149
H -3.8734 2.8579 -1.1654
H -2.2005 2.9048 -1.8012
H -6.0192 1.6642 -1.5853
H -4.8743 0.2905 -1.5766
H -5.9089 0.6560 -2.9659
C 0.9685 4.8888 0.2091
S 2.5031 5.0719 1.1672
O 2.6740 4.0168 2.3143
C 3.8490 4.6980 -0.1396
H 0.8317 3.9088 -0.2480
H 0.8532 5.6060 -0.6036
H 0.2745 5.1585 1.0051
H 3.6705 3.7798 -0.6991
H 4.8320 4.6340 0.3270
H 3.7359 5.5626 -0.7937
C 5.3073 -3.0008 2.8702
S 3.8982 -2.1712 3.7983
O 4.0235 -0.6285 3.5223
C 2.5266 -2.7439 2.7268
H 6.2180 -2.5356 3.2475
H 5.3351 -2.6157 1.8509
H 5.5151 -4.0693 2.8139
H 2.6613 -2.3577 1.7164
H 1.5307 -2.5342 3.1171
H 2.4922 -3.8217 2.5679
C -0.6309 -1.8529 5.2567
S 0.8886 -1.3048 6.1459
O 1.7047 -0.5062 5.1775
C -0.0317 -0.1932 7.2108
H -0.3192 -2.6520 4.5841
H -1.1940 -1.0793 4.7347
H -1.3049 -2.2121 6.0344
H -0.6804 0.3515 6.5247
H 0.5636 0.5675 7.7157
H -0.6038 -0.7251 7.9709
C 3.8653 0.9174 -0.9484
S 5.0404 1.6980 0.2333
O 4.2801 2.0754 1.5462
C 5.7974 -0.0041 0.5344
H 4.4695 0.9073 -1.8555
H 2.9311 1.4557 -1.1085
H 3.4144 -0.0086 -0.5914
H 6.4955 -0.2603 -0.2626
H 5.0393 -0.7467 0.7833
H 6.3463 0.1024 1.4701


Below is 5 unconnected molecules or ions with the total composition C35H33FN2O19S at a distorted geometry, with properties calculated with ωB97M-V/def2-TZVPD.

Values from the calculation:
**HOMO**: -9.02 eV
**SMILES**: NCCCCN(COc1ccccc1)S(=O)(=O)F.O=C1C=C(O)C(=O)C=C1O.O=C1C=C(O)C(=O)C=C1O.O=C1C=C(O)C(=O)C=C1O.O=C1C=C(O)C(=O)C=C1O
**LUMO level**: -1.765 eV
**Max |F|**: 8.403 eV/Å
**Total energy**: -92249.77863 eV

Geometry (Å):
N -4.8026 1.3032 1.8255
C -3.8115 0.1942 2.1657
C -2.3962 0.3037 1.2809
C -2.7740 0.9607 -0.1719
C -1.7364 0.6102 -1.3902
N -0.3371 0.2335 -0.9608
C 0.4224 1.3845 -0.3385
O 0.2821 2.6432 -1.0987
C -0.2260 3.7419 -0.2621
C 0.5123 4.3508 1.0774
C -0.1595 5.6294 1.8937
C -1.5561 6.3608 1.4296
C -2.3309 5.7432 0.1118
C -1.6597 4.4697 -0.6961
S 0.5411 -0.5440 -2.2549
O 1.8834 0.1247 -2.6353
O 0.8862 -2.0438 -1.9050
F -0.3794 -0.6434 -3.7384
H -5.4647 1.4059 2.6247
H -4.2805 2.2312 1.8029
H -3.4796 0.4051 3.2924
H -4.2718 -0.8824 2.1534
H -1.8841 -0.7558 1.1775
H -1.7243 1.0716 1.9005
H -3.8271 0.4974 -0.4908
H -2.9731 2.1040 -0.0003
H -1.7853 1.4834 -2.1886
H -2.1916 -0.3420 -1.9484
H 0.0865 1.5691 0.7922
H 1.5969 1.1830 -0.2663
H 1.5227 3.8747 1.4367
H 0.4225 6.0421 2.8206
H -1.9994 7.2879 2.0097
H -3.3525 6.2319 -0.2543
H -2.2666 4.0792 -1.6380
O -1.1688 -4.1052 -0.2911
C -0.6528 -5.2029 -0.1128
C -1.0383 -6.0797 1.0040
C -0.4448 -7.2619 1.1794
O -0.8042 -8.0922 2.2253
C 0.6258 -7.7340 0.2591
O 1.1656 -8.8173 0.4568
C 0.9946 -6.8683 -0.8716
C 0.3989 -5.6875 -1.0492
O 0.7384 -4.8695 -2.1112
H -1.8164 -5.7231 1.6667
H -0.2315 -8.8851 2.1375
H 1.7621 -7.2318 -1.5433
H 0.1700 -4.0740 -2.0198
O 3.4997 2.7456 -0.8298
C 4.2703 3.6641 -1.0858
C 4.5774 4.7254 -0.1142
C 5.4080 5.7206 -0.4306
O 5.7032 6.7197 0.4787
C 6.0490 5.7959 -1.7721
O 6.7937 6.7328 -2.0401
C 5.7611 4.7221 -2.7354
C 4.9331 3.7249 -2.4179
O 4.6597 2.7106 -3.3172
H 4.1028 4.6594 0.8565
H 6.3242 7.3212 0.0128
H 6.2479 4.7799 -3.7008
H 4.0340 2.1125 -2.8535
O -2.4271 -14.7310 4.1337
C -1.6565 -13.8125 3.8777
C -1.3494 -12.7513 4.8493
C -0.5188 -11.7560 4.5328
O -0.2236 -10.7569 5.4421
C 0.1222 -11.6807 3.1913
O 0.8669 -10.7438 2.9234
C -0.1657 -12.7545 2.2281
C -0.9937 -13.7517 2.5455
O -1.2671 -14.7660 1.6463
H -1.8240 -12.8172 5.8199
H 0.3974 -10.1554 4.9763
H 0.3211 -12.6968 1.2627
H -1.8928 -15.3641 2.1100
O 0.6837 9.9334 -4.9858
C 0.1235 9.6542 -3.9316
C 0.8232 8.9845 -2.8241
C 0.1795 8.6794 -1.6956
O 0.8316 8.0525 -0.6497
C -1.2631 9.0004 -1.5173
O -1.8321 8.6909 -0.4758
C -1.9568 9.6916 -2.6149
C -1.3125 9.9998 -3.7421
O -1.9572 10.6518 -4.7772
H 1.8712 8.7550 -2.9681
H 0.1525 7.9389 0.0505
H -3.0011 9.9349 -2.4647
H -1.2796 10.7599 -5.4796


Below is 2 unconnected molecules or ions with the total composition C9H10IN2O, with properties calculated with ωB97M-V/def2-TZVPD.

Values from the calculation:
**HOMO (spin up / spin down)**: -12.59 / -11.63 eV
**Charge**: +1
**LUMO level (spin up / spin down)**: -5.402 / -5.877 eV
**Max |F|**: 0.868 eV/Å
**Total energy**: -22616.69201 eV

Geometry (Å):
C 0.3809 -2.9430 -0.1356
C -0.9857 -2.7783 0.0792
C 1.2178 -1.8528 -0.2711
C -1.5687 -1.5130 0.1759
C 0.6559 -0.5716 -0.1752
C -0.7403 -0.4228 0.0555
C 1.1881 0.7327 -0.2488
C 0.0858 1.6440 -0.0542
C -2.3726 1.4387 0.3655
N -1.0430 0.9394 0.1256
N 0.2075 2.9691 -0.0594
O 2.4156 1.1804 -0.4489
I 6.2901 0.0505 0.1126
H 0.7879 -3.9370 -0.1962
H -1.6151 -3.6493 0.1713
H 2.2739 -1.9864 -0.4437
H -2.6287 -1.4141 0.3414
H -3.0190 1.2212 -0.4875
H -2.7876 0.9572 1.2518
H -2.3595 2.5116 0.5326
H 1.1259 3.3646 -0.1905
H -0.5814 3.5829 0.0588
H 3.0721 0.4760 -0.5592


Below is a molecular structure, C30H38AsCl2N5O7PbS2Te at a distorted geometry, with properties calculated with ωB97M-V/def2-TZVPD.

Values from the calculation:
**HOMO (spin up / spin down)**: -11.23 / -11.23 eV
**Charge**: +1
**LUMO level (spin up / spin down)**: -3.606 / -5.377 eV
**Max |F|**: 1.188 eV/Å
**Total energy**: -173594.50941 eV
**Multiplicity**: 2

Geometry (Å):
Pb 3.2094 -2.1186 0.1596
O 1.8985 2.5505 0.6423
As 3.3986 1.6192 0.2391
O 4.5345 2.1619 1.2588
O 2.6649 0.0822 0.4918
C 3.4886 2.0982 -1.6560
C 2.4575 2.9119 -2.1362
C 2.4356 3.3504 -3.4484
C 3.4655 2.9857 -4.3067
C 4.4913 2.1759 -3.8605
C 4.5140 1.7202 -2.5484
S 5.3313 -0.0734 -0.9360
O 6.5671 -0.8086 -0.8130
O 5.5812 0.9088 -2.2411
O 4.2568 -1.0064 -1.5533
H 2.2047 3.3086 1.1588
H 1.6801 3.2193 -1.4513
H 1.6311 3.9874 -3.7932
H 3.4717 3.3380 -5.3309
H 5.3011 1.8781 -4.5145
C -1.1848 0.5581 -2.8078
C -0.8284 -0.6460 -1.9434
N -1.6428 -1.7248 -1.9770
N -1.1352 -2.8220 -1.4190
C 0.0824 -2.9137 -0.7433
S 0.3765 -4.1828 0.2753
N 0.6370 -1.1200 -2.0908
N 1.5552 -0.0508 -2.2558
H -1.9788 0.2901 -3.5005
H -0.3109 0.8947 -3.3554
H -1.5263 1.4014 -2.2117
H -1.7918 -3.5811 -1.2986
H 1.5260 0.5045 -1.3992
H 2.5025 -0.4470 -2.2584
Cl 5.1120 -1.0027 2.3542
C 6.7467 -1.7331 2.5234
Cl 7.6769 -0.8848 3.7442
H 7.2247 -1.6331 1.5598
H 6.6183 -2.7620 2.8305
C 0.3889 -1.3269 -4.7179
C 0.8140 -2.0011 -3.4597
O 1.3102 -3.0506 -3.3146
N 0.9698 -1.9223 -0.9530
Te -0.8121 0.2748 0.3510
C -2.5974 1.4419 0.6452
C -3.7532 1.5088 -0.1341
C -4.0706 0.6427 -1.3270
C -4.7483 2.4105 0.2409
C -4.6383 3.2296 1.3496
C -5.7322 4.1850 1.7365
C -3.4795 3.1306 2.1138
C -2.4504 2.2641 1.7864
C -1.2452 2.2343 2.7012
C -1.2933 -1.2879 1.7182
C -0.3550 -1.5371 2.7322
C 0.8531 -0.6879 3.0379
C -0.5705 -2.6209 3.5797
C -1.6591 -3.4606 3.4441
C -1.8394 -4.6682 4.3185
C -2.6012 -3.1499 2.4660
C -2.4588 -2.0764 1.6049
C -3.5884 -1.7980 0.6507
H 0.6953 -1.9540 -5.5498
H 0.8486 -0.3436 -4.7985
H -0.6947 -1.2129 -4.7356
H -3.3880 -0.1897 -1.4441
H -4.0692 1.2346 -2.2446
H -5.0732 0.2279 -1.2153
H -5.6485 2.4523 -0.3647
H -6.5316 4.1963 0.9978
H -5.3411 5.1983 1.8377
H -6.1599 3.9033 2.7003
H -3.3687 3.7576 2.9925
H -1.2611 3.0941 3.3675
H -0.2965 2.2771 2.1582
H -1.2557 1.3365 3.3232
H 1.0722 0.0762 2.2993
H 1.7421 -1.3135 3.1381
H 0.7168 -0.1922 4.0011
H 0.1565 -2.8109 4.3629
H -1.0685 -4.7259 5.0845
H -1.7913 -5.5763 3.7146
H -2.8152 -4.6513 4.8058
H -3.4887 -3.7680 2.3757
H -4.3077 -2.6148 0.6752
H -3.2477 -1.6861 -0.3769
H -4.1097 -0.8839 0.9372


Below is a molecular structure, C6H11N at a distorted geometry, with properties calculated with ωB97M-V/def2-TZVPD.

Values from the calculation:
**HOMO**: -8.40 eV
**LUMO level**: 0.996 eV
**Max |F|**: 6.169 eV/Å
**Total energy**: -7883.27851 eV

Geometry (Å):
C -1.0714 -0.2846 -1.2795
C -0.7547 0.1812 0.1846
C -0.3387 -0.9678 1.0628
C 1.0775 -1.1453 0.2616
C 0.5648 0.8224 0.2162
C -0.8370 1.6316 0.2061
H -0.4299 0.5391 -1.9514
H -0.6151 -1.1546 -1.7320
H -2.2776 -0.1733 -1.2731
H -0.0103 -0.8480 2.1536
H -0.7426 -2.0601 1.2701
H 1.8748 -0.8685 1.1097
H 1.1521 -2.2231 0.0316
H 0.8286 -0.1656 -1.3772
H 0.7598 0.9163 1.2722
H -1.5067 2.1151 -0.6524
H -0.6865 2.2868 1.1064
N 1.4015 0.0301 -0.5527


Below is C14H24N2O7 in the gas phase at a distorted geometry, with properties calculated with ωB97M-V/def2-TZVPD.

Values from the calculation:
**HOMO**: -9.47 eV
**SMILES**: CC(=O)N(C)[C@]1(CCCCOC=O)OC(=O)O[C@H]1C[C@H](O)CN
**LUMO level**: 0.388 eV
**Max |F|**: 5.069 eV/Å
**Total energy**: -32218.09184 eV

Geometry (Å):
C 4.0189 1.2551 0.3749
C 2.5722 0.8023 0.1817
O 2.1537 -0.0510 0.8840
N 1.8765 1.4412 -0.8451
C 1.6811 2.8714 -0.6759
C 0.7626 0.7202 -1.4300
C 0.9539 -0.8023 -1.6584
C -0.0727 -1.7450 -1.0015
C 0.5234 -2.7061 0.0663
C -0.6352 -3.2594 0.8874
O -1.2911 -4.3184 0.1435
C -2.6130 -4.1167 0.0058
O -3.3614 -4.2707 0.8730
O 0.8605 1.1866 -2.8642
C -0.3556 1.1512 -3.4176
O -0.6431 1.4455 -4.4786
O -1.2499 0.6911 -2.4552
C -0.6709 1.2619 -1.2669
C -1.4875 1.1811 0.0305
C -0.7409 1.0165 1.3523
O -0.7307 -0.3627 1.6528
C -1.5982 1.7246 2.4671
N -2.8487 1.0754 2.7768
H 4.7001 0.4374 0.1681
H 4.1767 1.6804 1.3614
H 4.2545 2.0352 -0.3504
H 2.6327 3.3339 -0.4314
H 0.9479 3.1590 0.0835
H 1.3715 3.3356 -1.6077
H 1.9412 -1.1235 -1.3320
H 0.9521 -0.9955 -2.7204
H -0.4586 -2.4034 -1.7802
H -0.9425 -1.2738 -0.5591
H 0.8997 -3.5662 -0.4883
H 1.2679 -2.2240 0.6901
H -1.3826 -2.4974 1.1024
H -0.2872 -3.6275 1.8525
H -3.0317 -3.8176 -0.9658
H -0.7220 2.3221 -1.5287
H -2.1705 0.3340 -0.0501
H -2.1252 2.0603 0.0921
H 0.2390 1.4910 1.4044
H -0.4642 -0.5054 2.5697
H -0.9977 1.7342 3.3823
H -1.7515 2.7694 2.1886
H -3.4166 0.8922 1.9626
H -2.7373 0.2580 3.3538


Below is a molecular structure, C6H10O, with properties calculated with ωB97M-V/def2-TZVPD.

Values from the calculation:
**HOMO**: -8.29 eV
**LUMO level**: 0.946 eV
**Max |F|**: 0.676 eV/Å
**Total energy**: -8426.34554 eV

Geometry (Å):
C 1.9499 0.6309 -1.0988
C -0.0182 0.0324 0.3507
C 0.0914 -1.4410 0.4712
C -1.4353 -1.2691 0.1080
C -1.1842 0.2154 -0.3037
C -1.2382 1.4294 0.6134
O 0.1328 1.1209 1.1330
H 2.3413 0.3494 -0.1159
H 2.3805 -0.0122 -1.8570
H 2.1224 1.6894 -1.2534
H 0.6887 -1.9407 -0.2987
H 0.3559 -1.8085 1.4636
H -2.0360 -1.3135 1.0201
H -1.8377 -1.9383 -0.6580
H 0.8790 0.5007 -1.1870
H -1.9526 1.3224 1.4262
H -1.2398 2.4324 0.1864


Below is C4H11N3 in the gas phase at a distorted geometry, with properties calculated with ωB97M-V/def2-TZVPD.

Values from the calculation:
**HOMO**: -8.02 eV
**SMILES**: C=C(N)[C@@H](N)NC
**LUMO level**: 0.962 eV
**Max |F|**: 1.053 eV/Å
**Total energy**: -8795.87633 eV

Geometry (Å):
C -0.3415 0.7896 -1.8854
C 0.4621 0.5754 -0.8289
N 1.3719 1.5440 -0.4345
C 0.4025 -0.7368 -0.0199
N 1.2617 -0.7204 1.1504
N -0.8973 -1.1687 0.4535
C -1.6198 -0.1698 1.2359
H -0.3076 1.7243 -2.4337
H -1.0746 0.0572 -2.2008
H 1.7739 2.0870 -1.1909
H 2.0461 1.1734 0.2365
H 0.7844 -1.5301 -0.6758
H 0.9150 -1.4789 1.7350
H 2.1965 -0.9920 0.8651
H -1.4626 -1.3963 -0.3609
H -1.8532 0.7284 0.6564
H -1.0819 0.1153 2.1446
H -2.5755 -0.6013 1.5533


Below is C7H8N2 in the gas phase at a distorted geometry, with properties calculated with ωB97M-V/def2-TZVPD.

Values from the calculation:
**HOMO**: -7.23 eV
**SMILES**: Cn1ccc2c[nH]cc21
**LUMO level**: 0.940 eV
**Max |F|**: 9.329 eV/Å
**Total energy**: -10365.79291 eV

Geometry (Å):
C -2.1300 -1.2227 0.0757
N -1.2195 -0.0047 -0.3512
C -1.3251 1.4125 -0.1075
C -0.1065 1.9880 -0.0443
C 0.9363 0.9539 -0.2497
C 2.2780 0.7223 -0.0546
N 2.2817 -0.6800 -0.0502
C 1.1693 -1.2724 -0.1296
C 0.1944 -0.3055 -0.2353
H -1.6424 -1.5085 1.1007
H -2.2501 -2.0935 -0.5864
H -3.1154 -0.6875 0.1853
H -2.3723 1.8729 0.1966
H 0.1174 3.0920 0.0535
H 3.0904 1.3045 0.4215
H 3.1308 -1.2888 0.2592
H 0.9630 -2.2824 -0.4836